Record 1
{
  "formula": "C30H17BrCuF4N3O2P",
  "method": "ωB97M-V/def2-TZVPD",
  "s_squared": 0.755,
  "spin_multiplicity": 2,
  "total_charge": 2,
  "e_tot_ha": -6422.86644,
  "e_lumo_ev": [-6.7, -8.8],
  "homo_lumo_gap_ha": [0.2984, 0.2265],
  "elements": ["Cu", "O", "N", "O", "C", "C", "C", "C", "C", "C", "N", "C", "C", "N", "C", "C", "C", "C", "H", "H", "H", "H", "H", "H", "H", "F", "C", "C", "F", "C", "F", "C", "P", "C", "C", "C", "C", "C", "C", "C", "C", "C", "C", "C", "C", "C", "Br", "C", "F", "H", "H", "H", "H", "H", "H", "H", "H", "H", "H"],
  "xyz": [[-0.2930, 0.1796, 0.4261], [3.4209, -0.5646, 6.3014], [4.1160, -0.4294, 5.3146], [5.3092, -0.2427, 5.3232], [3.4142, -0.2974, 4.0002], [4.2105, -0.2224, 2.9225], [3.6588, -0.1222, 1.6067], [4.4448, -0.0563, 0.4411], [3.8333, 0.0311, -0.7829], [2.4395, 0.0606, -0.8400], [1.6838, 0.0006, 0.2507], [2.2802, -0.0931, 1.4640], [1.4310, -0.1670, 2.6199], [0.0898, -0.1422, 2.3817], [-0.7558, -0.2384, 3.3961], [-0.3045, -0.3315, 4.7113], [1.0401, -0.3429, 4.9724], [1.9684, -0.2748, 3.9045], [5.2824, -0.2485, 3.0595], [5.5253, -0.0769, 0.5200], [4.4061, 0.0794, -1.6997], [1.9280, 0.1300, -1.7924], [-1.8129, -0.2499, 3.1628], [-1.0231, -0.3983, 5.5167], [1.3956, -0.4127, 5.9858], [-4.3304, 5.9440, -0.1824], [-3.9364, 4.6951, -0.1385], [-4.8635, 3.6730, -0.0808], [-6.1499, 3.9454, -0.0696], [-4.4306, 2.3600, -0.0421], [-5.3665, 1.4150, -0.0170], [-3.0839, 2.0262, -0.0348], [-2.5717, 0.2884, 0.0218], [-2.9525, -0.4375, -1.5695], [-1.9652, -0.4164, -2.5550], [-2.2405, -0.9072, -3.8210], [-3.5014, -1.4192, -4.0973], [-4.4845, -1.4432, -3.1136], [-4.2176, -0.9535, -1.8446], [-3.5062, -0.5514, 1.3054], [-3.5300, -1.9460, 1.2780], [-4.1606, -2.6446, 2.2971], [-4.7659, -1.9560, 3.3395], [-4.7363, -0.5668, 3.3718], [-4.1046, 0.1382, 2.3582], [-2.1714, 3.0792, -0.1237], [-0.3056, 2.8097, -0.3176], [-2.5842, 4.3917, -0.1714], [-1.7110, 5.3819, -0.2678], [-0.9832, 0.0024, -2.3439], [-1.4782, -0.8894, -4.5901], [-3.7206, -1.8019, -5.0860], [-5.4658, -1.8431, -3.3354], [-4.9871, -0.9771, -1.0835], [-3.0703, -2.4872, 0.4572], [-4.1878, -3.7262, 2.2723], [-5.2694, -2.5027, 4.1273], [-5.2160, -0.0321, 4.1825], [-4.0878, 1.2216, 2.3913]]
}

Record 2
{
  "formula": "H4S3",
  "method": "ωB97M-V/def2-TZVPD",
  "total_charge": 0,
  "e_tot_ha": -1196.92175,
  "e_lumo_ev": 0.5,
  "de_lowest_kj_mol": 43.5,
  "homo_lumo_gap_ha": 0.3736,
  "elements": ["S", "S", "H", "H", "S", "H", "H"],
  "xyz": [[0.4620, 1.1383, 0.2717], [1.1344, 0.6833, 2.0381], [1.4237, 1.7276, -0.3162], [1.6242, -0.4744, 1.8350], [-1.5410, -1.7628, -2.1360], [-2.5983, -1.5163, -2.9024], [-1.3374, -0.6771, -1.3958]]
}

Record 3
{
  "formula": "C4H7O2P",
  "method": "ωB97M-V/def2-TZVPD",
  "total_charge": 0,
  "e_tot_ha": -648.29522,
  "e_lumo_ev": [-2.0, -0.5],
  "de_lowest_kj_mol": 439.4,
  "homo_lumo_gap_ha": [0.2458, 0.3184],
  "elements": ["C", "C", "C", "C", "O", "O", "P", "H", "H", "H", "H", "H", "H", "H"],
  "xyz": [[1.6579, -1.3057, 0.2826], [1.9944, -1.2909, -0.9433], [0.6180, -0.5354, 1.1208], [-1.2784, 1.7158, -0.5531], [-2.7959, -0.5671, -0.5113], [-0.6636, -0.6084, 0.6653], [-1.4119, -0.1818, -0.7882], [2.0500, -1.9668, 1.0790], [1.8278, -0.8637, -1.9143], [0.6458, -0.9099, 2.1324], [1.0586, 0.4110, 0.9530], [-0.2119, 1.8459, -0.2701], [-1.4881, 2.2140, -1.4809], [-2.0029, 2.0430, 0.2280]]
}

Record 4
{
  "formula": "C4H9NO",
  "method": "ωB97M-V/def2-TZVPD",
  "total_charge": 0,
  "e_tot_ha": -287.70872,
  "e_lumo_ev": 0.9,
  "de_lowest_kj_mol": 324.8,
  "homo_lumo_gap_ha": 0.3321,
  "elements": ["C", "C", "N", "C", "C", "O", "H", "H", "H", "H", "H", "H", "H", "H", "H"],
  "xyz": [[-1.1391, 0.4052, -0.6707], [1.0410, -0.7442, 1.4230], [-1.4001, -0.7365, 0.0370], [1.0515, 0.5374, 0.9165], [0.7886, 0.8270, -0.4432], [-1.3710, 0.4166, -2.0299], [-1.1837, -0.4576, -2.3938], [-1.5333, 1.3215, -0.2447], [-1.1933, -1.5800, -0.4919], [-0.6747, -0.8539, 0.9258], [1.4552, -1.5412, 0.8142], [1.2479, -0.9077, 2.4725], [0.8732, 1.3499, 1.6158], [0.8854, 1.8602, -0.7617], [1.1524, 0.1034, -1.1690]]
}

Record 5
{
  "formula": "C18H30NO3",
  "method": "ωB97M-V/def2-TZVPD",
  "total_charge": 1,
  "e_tot_ha": -984.13108,
  "e_lumo_ev": -2.2,
  "de_lowest_kj_mol": 0.0,
  "homo_lumo_gap_ha": 0.3453,
  "elements": ["C", "C", "C", "C", "C", "C", "O", "C", "C", "O", "C", "C", "O", "C", "N", "C", "C", "C", "C", "C", "C", "C", "H", "H", "H", "H", "H", "H", "H", "H", "H", "H", "H", "H", "H", "H", "H", "H", "H", "H", "H", "H", "H", "H", "H", "H", "H", "H", "H", "H", "H", "H"],
  "xyz": [[5.2576, -2.7333, 1.3419], [4.8272, -1.5883, 0.4351], [3.3501, -1.4859, 0.1724], [2.8951, -0.4864, -0.6862], [1.5525, -0.3374, -0.9695], [0.6335, -1.2007, -0.3873], [-0.7443, -1.0423, -0.6229], [-1.1581, -1.3119, -1.9604], [-1.8548, -0.0912, -2.5567], [-0.9314, 0.9829, -2.4886], [-1.4537, 2.2594, -2.7478], [-2.0463, 2.9206, -1.4813], [-3.3645, 2.4815, -1.1993], [-1.1960, 2.5890, -0.2339], [-1.7086, 1.3627, 0.4120], [-1.5576, 1.3205, 1.8934], [-2.4446, 0.2203, 2.4882], [-1.5147, -0.9782, 2.6485], [-0.2136, -0.3310, 3.1130], [-0.1155, 0.9583, 2.2864], [1.0637, -2.2098, 0.4564], [2.4140, -2.3428, 0.7355], [6.3388, -2.7211, 1.4523], [4.9733, -3.6936, 0.9184], [4.8174, -2.6367, 2.3317], [5.1605, -0.6414, 0.8708], [5.3351, -1.6863, -0.5286], [3.6090, 0.1833, -1.1427], [1.2102, 0.4273, -1.6514], [-0.2896, -1.5683, -2.5706], [-1.8506, -2.1596, -1.9434], [-2.1285, -0.2993, -3.5987], [-2.7685, 0.1395, -1.9952], [-2.2076, 2.2276, -3.5432], [-0.6100, 2.8629, -3.0915], [-2.0366, 4.0066, -1.6337], [-3.9869, 2.8792, -1.8159], [-0.1506, 2.4684, -0.5151], [-1.2813, 3.4105, 0.4795], [-2.7150, 1.3540, 0.1801], [-1.2847, 0.4902, -0.0130], [-1.8530, 2.3032, 2.2695], [-3.3167, 0.0054, 1.8719], [-2.7984, 0.5410, 3.4678], [-1.8948, -1.7037, 3.3627], [-1.3741, -1.4740, 1.6896], [-0.2806, -0.0924, 4.1739], [0.6504, -0.9726, 2.9595], [0.4831, 0.7781, 1.3934], [0.3620, 1.7571, 2.8495], [0.3480, -2.8927, 0.8869], [2.7277, -3.1362, 1.3931]]
}

Record 6
{
  "formula": "C24H35N3O4S",
  "method": "ωB97M-V/def2-TZVPD",
  "total_charge": 0,
  "e_tot_ha": -1798.96827,
  "e_lumo_ev": 0.7,
  "de_lowest_kj_mol": 125.1,
  "homo_lumo_gap_ha": 0.3199,
  "elements": ["C", "C", "C", "C", "C", "C", "C", "C", "N", "C", "C", "S", "O", "O", "C", "C", "O", "N", "C", "C", "C", "N", "C", "C", "C", "C", "C", "C", "C", "C", "C", "O", "H", "H", "H", "H", "H", "H", "H", "H", "H", "H", "H", "H", "H", "H", "H", "H", "H", "H", "H", "H", "H", "H", "H", "H", "H", "H", "H", "H", "H", "H", "H", "H", "H", "H", "H"],
  "xyz": [[-0.7520, -1.4659, -6.1500], [0.5727, -1.8883, -6.6902], [0.8208, -1.8281, -8.0552], [2.0374, -2.2102, -8.5914], [3.0453, -2.6663, -7.7575], [2.8242, -2.7363, -6.3980], [1.5973, -2.3534, -5.8504], [1.4272, -2.4525, -4.4163], [0.3787, -2.1526, -3.7036], [0.7109, -2.4335, -2.4084], [-0.2200, -2.1742, -1.2997], [0.4168, -0.8158, -0.2421], [1.6318, -0.2763, -0.7922], [-0.6524, 0.1141, 0.0171], [0.8523, -1.5928, 1.3710], [-0.4843, -2.0413, 1.9057], [-1.0182, -3.0518, 1.4755], [-1.0226, -1.2309, 2.8207], [-2.4384, -1.2364, 3.1168], [-3.0325, 0.1026, 2.6786], [-2.5660, 1.2541, 3.5765], [-1.1145, 1.4193, 3.5549], [-0.6169, 2.2035, 2.4305], [-0.8717, 3.7118, 2.5565], [-0.2652, 4.4477, 1.3674], [-0.2881, 4.2124, 3.8798], [-0.8338, 3.4030, 5.0577], [-0.2097, 3.8500, 6.3752], [-0.5546, 1.9152, 4.8010], [1.9966, -2.9050, -2.3836], [2.8932, -3.3312, -1.2824], [2.4481, -2.9193, -3.6572], [-1.4054, -1.1309, -6.9519], [-0.6238, -0.6646, -5.4257], [-1.2224, -2.2907, -5.6193], [0.0402, -1.4724, -8.7126], [2.1996, -2.1517, -9.6576], [3.9986, -2.9653, -8.1668], [3.6025, -3.0891, -5.7386], [-0.3637, -3.0206, -0.6313], [-1.1766, -1.8278, -1.6793], [1.3391, -0.8283, 1.9664], [1.5196, -2.4188, 1.1533], [-0.6095, -0.3226, 3.0451], [-2.8928, -2.0692, 2.5756], [-2.5847, -1.3878, 4.1914], [-4.1213, 0.0509, 2.7207], [-2.7343, 0.2889, 1.6458], [-2.8617, 1.0296, 4.6053], [-3.0924, 2.1694, 3.2736], [-1.0508, 1.8157, 1.5084], [0.4653, 2.0392, 2.3748], [-1.9525, 3.8930, 2.5609], [0.8123, 4.3001, 1.3387], [-0.4651, 5.5151, 1.4351], [-0.6834, 4.0723, 0.4368], [-0.5213, 5.2714, 4.0145], [0.8004, 4.1118, 3.8519], [-1.9186, 3.5492, 5.1152], [-0.4085, 4.9046, 6.5518], [-0.6172, 3.2793, 7.2070], [0.8683, 3.7035, 6.3541], [-0.9409, 1.3089, 5.6249], [0.5301, 1.7651, 4.7544], [2.3552, -3.9668, -0.5810], [3.2663, -2.4524, -0.7558], [3.7371, -3.8804, -1.6922]]
}